No. 1
DFT (wB97M-V/def2-TZVPD) results for a cluster of 2 separate species, C3H6N3P in total at a distorted geometry.

XYZ file:
```
13
Properties=species:S:1:pos:R:3:mulliken_charge:R:1
C -1.79534 -0.43955 0.08084 0.48
C 0.79949 -0.11410 -0.01663 0.05
C -1.78277 0.99889 0.05868 -0.70
N -1.81999 -1.55107 0.23328 -0.40
N 1.08931 -1.32673 0.11343 0.41
N 1.14804 -2.52942 0.43826 -0.75
P 1.95108 1.22995 0.30725 -0.15
H -1.99878 1.37704 -0.97778 0.24
H -2.63551 1.45727 0.67582 0.29
H -0.79049 1.45444 0.50320 0.17
H 1.13090 -3.21205 -0.30270 0.26
H 1.53032 1.90934 -0.84054 0.05
H 3.17375 0.74600 -0.27313 0.06
```

Values from the calculation:
Kohn-Sham gap (spin up / spin down) (eV): 6.85 / 7.02
LUMO (spin up / spin down) (eV): 0.732 / -2.076
Molar mass (g mol⁻¹): 115.08
Multiplicity: 3
Maximum force (eV/A): 3.87

No. 2
DFT (wB97M-V/def2-TZVPD) results for a structure of composition C7H12S4 at a distorted geometry.

XYZ file:
```
23
Properties=species:S:1:pos:R:3:mulliken_charge:R:1
C -1.45453 -0.24612 -2.04678 -0.10
C -0.56858 -0.55813 -1.07153 -1.03
C -0.62716 2.12541 -1.39749 -0.75
C 0.06284 0.58845 -0.38936 0.64
C 0.32490 -3.12335 -1.96958 -0.90
C -0.25624 2.24051 1.85110 -1.04
C 2.86121 -0.09488 0.30971 -0.81
S -1.60515 1.33443 -2.62545 -0.18
S -0.37084 -2.23937 -0.57385 0.03
S -0.61891 0.54616 1.26185 0.04
S 1.76232 0.86516 -0.75883 0.03
H -2.10135 -0.89571 -2.64593 0.36
H -1.35327 2.62201 -0.74222 0.38
H 0.19129 2.62042 -1.83579 0.50
H 0.63519 -2.50460 -2.70694 0.37
H -0.45462 -3.87703 -2.36492 0.27
H 1.25484 -3.62981 -1.63546 0.30
H 0.39369 2.78510 1.20866 0.34
H 0.11117 2.06654 2.83594 0.37
H -1.10697 2.88800 1.97976 0.35
H 2.98490 -1.15398 0.05868 0.25
H 2.52668 -0.23501 1.30747 0.30
H 3.85691 0.45807 0.22087 0.29
```

Values from the calculation:
Kohn-Sham gap (eV): 8.32
LUMO (eV): 0.556
Molar mass (g mol⁻¹): 224.44
Multiplicity: 1
Maximum force (eV/A): 4.22

No. 3
DFT (wB97M-V/def2-TZVPD) results for a structure of composition C19H45N6O7Zr at a distorted geometry.

XYZ file:
```
78
Properties=species:S:1:pos:R:3:mulliken_charge:R:1
Zr -14.15214 -16.14935 -16.23562 2.27
C -16.33836 -16.74307 -19.05152 -0.10
O -15.51656 -16.44705 -17.98847 -0.04
H -17.17749 -17.38371 -18.78034 0.09
H -16.95777 -15.91234 -19.38965 -0.04
H -15.84934 -17.24198 -19.88820 0.20
C -13.66510 -12.91814 -17.73675 0.08
O -13.74895 -14.03939 -17.18227 -0.54
N -14.72357 -12.32836 -18.34411 0.16
C -14.58028 -11.05012 -19.02613 -0.74
C -16.06062 -12.86190 -18.34707 -0.65
H -12.72890 -12.37177 -17.92968 0.36
H -15.22928 -10.22767 -18.72535 0.34
H -14.87725 -11.29292 -20.04640 0.25
H -13.56807 -10.65813 -18.92668 0.31
H -16.21625 -13.71086 -17.68138 0.03
H -16.68405 -12.03785 -18.00011 0.42
H -16.26057 -13.10902 -19.38968 0.24
C -17.01443 -22.14314 -17.28555 0.18
O -16.38292 -21.26856 -16.69820 -0.63
N -17.56901 -21.88229 -18.43577 0.05
C -18.36904 -22.84726 -19.28668 -0.87
C -17.72593 -20.47394 -19.00943 -0.45
H -17.16059 -23.17314 -16.92510 0.35
H -17.91553 -22.96680 -20.27062 0.31
H -19.42318 -22.57731 -19.34994 0.33
H -18.29041 -23.78896 -18.74343 0.31
H -18.70962 -20.07067 -19.24993 0.38
H -17.32227 -19.86858 -18.19784 -0.23
H -17.05641 -20.22111 -19.83157 0.34
C -11.86242 -16.49677 -18.94579 0.37
O -12.71197 -16.51549 -18.06429 -0.64
N -10.66865 -16.99715 -18.87677 0.09
C -9.81424 -16.85945 -20.00269 -0.82
C -10.25101 -17.75089 -17.65665 -0.79
H -12.04083 -15.90837 -19.85911 0.16
H -10.39136 -16.50435 -20.85646 0.27
H -9.31190 -17.80297 -20.21610 0.34
H -8.94977 -16.22883 -19.79508 0.37
H -10.97912 -17.72027 -16.84608 0.11
H -9.93252 -18.77420 -17.85546 0.35
H -9.38542 -17.23872 -17.23649 0.41
C -12.71187 -14.18068 -23.11331 0.10
O -12.14372 -14.94596 -23.89278 -0.52
N -13.66041 -14.72888 -22.27696 0.21
C -13.76361 -16.12898 -22.17326 -1.15
C -14.48222 -13.91709 -21.35785 -0.72
H -12.54012 -13.09318 -23.11914 0.34
H -12.83777 -16.67085 -22.36642 0.41
H -14.39948 -16.48292 -22.98473 0.40
H -14.26712 -16.48153 -21.27311 0.21
H -14.10346 -14.05918 -20.34570 0.19
H -14.45606 -12.85196 -21.58791 0.25
H -15.50691 -14.26166 -21.49708 0.27
C -20.61220 -15.28449 -18.60686 0.63
O -21.64335 -15.74173 -18.08109 -0.36
N -20.61570 -14.70623 -19.84281 0.21
C -19.43170 -14.00772 -20.26395 -0.38
C -21.79554 -14.53866 -20.71702 -0.73
H -19.60819 -15.24590 -18.15667 -0.05
H -19.17076 -14.27879 -21.28695 0.41
H -18.53661 -14.25823 -19.69460 -0.28
H -19.57657 -12.93711 -20.40850 0.40
H -21.53908 -15.11255 -21.60751 0.39
H -22.67265 -14.83254 -20.14047 0.35
H -21.78388 -13.54321 -21.16093 0.35
C -17.02309 -18.21953 -15.62304 0.17
O -15.91648 -17.64665 -15.47777 -0.79
N -18.26206 -17.70978 -15.49021 0.19
C -19.41056 -18.58380 -15.62730 -0.99
C -18.57569 -16.32489 -15.28962 -0.58
H -17.19057 -19.25565 -15.95559 0.34
H -19.70481 -18.62630 -16.67596 0.36
H -20.23665 -18.15133 -15.06281 0.39
H -19.29743 -19.61561 -15.29462 0.38
H -17.66278 -15.73586 -15.20145 0.17
H -19.26492 -15.97853 -16.05975 0.06
H -19.20373 -16.17850 -14.41085 0.43
```

Values from the calculation:
Kohn-Sham gap (spin up / spin down) (eV): 2.83 / 2.84
LUMO (spin up / spin down) (eV): -14.799 / -14.785
Molar mass (g mol⁻¹): 560.83
Multiplicity: 2
Maximum force (eV/A): 10.51
Net charge: +4

No. 4
DFT (wB97M-V/def2-TZVPD) results for a structure of composition C32H51N4OP2PdS at a distorted geometry.

XYZ file:
```
92
Properties=species:S:1:pos:R:3:mulliken_charge:R:1
C 1.82348 -1.21228 -2.46091 -0.18
C 1.20888 1.05621 -2.85424 0.34
C 2.58574 -1.25994 -3.63168 -0.74
C 2.09127 1.07918 -3.97587 -0.98
C 2.75124 -0.07631 -4.36566 -0.85
H 3.05893 -2.20199 -3.90523 0.59
H 2.18347 2.01858 -4.52341 0.57
H 3.38743 -0.08294 -5.25257 0.49
N 1.14229 -0.11256 -2.13365 1.83
P 1.67066 -1.79790 0.26460 1.58
P -0.91949 1.95203 -1.30934 1.63
C 1.73304 -2.39827 -1.49880 -1.63
H 0.80180 -2.95220 -1.68739 0.55
H 2.57042 -3.08194 -1.67255 0.89
C 0.39250 2.15471 -2.47558 -1.73
H 0.59774 3.10853 -2.96672 0.38
C -2.48278 1.51353 -2.35496 1.97
C -1.26805 3.64582 -0.46876 2.07
C 1.08423 -3.23709 1.38916 1.66
C 3.52703 -1.43997 0.56407 2.04
C -3.53816 0.87020 -1.44034 -1.65
H -3.99930 1.59636 -0.76165 0.31
H -4.33338 0.45026 -2.07376 0.53
H -3.11945 0.05823 -0.84110 0.09
C -3.08943 2.74549 -3.03887 -2.01
H -3.55086 3.44590 -2.33401 0.37
H -2.35380 3.27387 -3.65732 0.40
H -3.89012 2.39875 -3.71023 0.53
C -2.08876 0.53280 -3.46631 -1.15
H -3.00791 0.14830 -3.93606 0.71
H -1.49473 1.02254 -4.24755 0.31
H -1.53051 -0.32500 -3.08569 -0.46
C -2.60992 3.58336 0.28798 -1.92
H -2.65685 2.70246 0.94485 0.32
H -2.68171 4.47667 0.92755 0.52
H -3.48242 3.58871 -0.37491 0.32
C -0.17934 3.97407 0.55908 -1.75
H -0.24220 3.32662 1.43989 0.24
H 0.82688 3.91917 0.12997 0.37
H -0.33912 5.01060 0.89590 0.65
C -1.23799 4.80498 -1.47399 -1.71
H -2.01533 4.76038 -2.23942 0.32
H -1.39922 5.73369 -0.90495 0.52
H -0.26050 4.87436 -1.96556 0.40
C 3.72777 -1.13443 2.05855 -1.74
H 4.74839 -0.74569 2.19183 0.55
H 3.03340 -0.35779 2.40808 0.22
H 3.63595 -2.02587 2.69267 0.32
C 3.95287 -0.20009 -0.24324 -1.57
H 3.97536 -0.40534 -1.32160 0.36
H 3.30425 0.66250 -0.04290 0.05
H 4.97709 0.05970 0.06863 0.61
C 4.44972 -2.59448 0.13244 -1.68
H 5.48383 -2.28303 0.34667 0.49
H 4.27346 -3.52916 0.67403 0.27
H 4.38981 -2.79662 -0.94398 0.37
C -0.24882 -3.80745 0.88559 -1.93
H -0.16900 -4.22173 -0.12729 0.36
H -0.53757 -4.63026 1.55882 0.66
H -1.05117 -3.06404 0.90407 0.20
C 0.86270 -2.71160 2.81919 -1.50
H 0.15965 -1.86881 2.84599 0.24
H 0.43939 -3.53450 3.41491 0.52
H 1.79288 -2.40187 3.30755 0.28
C 2.09520 -4.39032 1.41607 -1.87
H 2.35127 -4.73969 0.40656 0.33
H 3.00798 -4.14338 1.97218 0.37
H 1.62065 -5.23167 1.94458 0.55
Pd 0.04274 0.00700 -0.22715 -1.06
C 0.61484 1.00387 1.38579 0.77
O 1.64800 1.63162 1.57241 -0.55
N -1.32669 -1.45182 -0.85020 -0.77
C -1.91143 -2.19444 -1.55085 0.92
C -2.68919 -3.10873 -2.28811 0.10
C -3.52849 -4.00295 -1.59677 -0.37
C -2.62540 -3.12389 -3.69745 -0.18
C -4.30174 -4.90993 -2.31737 -0.78
H -3.56051 -3.96215 -0.50628 0.45
C -3.41629 -4.02779 -4.40381 -0.83
H -1.95757 -2.42724 -4.20771 0.41
C -4.24741 -4.92125 -3.71705 -0.39
H -4.94993 -5.60586 -1.78196 0.42
H -3.38072 -4.03117 -5.49497 0.43
H -4.85820 -5.63046 -4.27829 0.44
N 0.72853 2.77258 3.89115 -0.26
C -0.06725 1.70498 3.99827 0.79
N -0.47594 1.25680 5.18662 -0.37
S -0.72093 0.83959 2.61366 -0.32
H 0.86067 3.35361 4.71013 0.25
H 1.28363 2.96196 3.05298 0.21
H -1.00174 0.38466 5.22079 0.25
H -0.12548 1.67719 6.04703 0.25
```

Values from the calculation:
Kohn-Sham gap (spin up / spin down) (eV): 6.19 / 4.84
LUMO (spin up / spin down) (eV): -8.567 / -11.738
Molar mass (g mol⁻¹): 708.22
Multiplicity: 5
Maximum force (eV/A): 5.01
Net charge: +3

No. 5
DFT (wB97M-V/def2-TZVPD) results for a cluster of 2 separate species, C4H12OS2 in total at a distorted geometry.

XYZ file:
```
19
Properties=species:S:1:pos:R:3:mulliken_charge:R:1
C -0.80004 0.61659 1.26137 -0.19
C -1.83122 1.07002 2.30476 -1.39
C -1.29734 0.67758 -0.15758 -0.56
S -0.09629 0.29582 -1.45811 0.20
S 1.73245 0.61016 -0.82028 0.15
C 2.42071 -0.67518 0.26857 -0.64
H 0.14124 1.17283 1.30579 0.35
H -0.54521 -0.37103 1.63916 0.19
H -2.85322 0.91564 1.95880 0.36
H -1.57284 0.68273 3.27980 0.37
H -1.84842 2.16144 2.37797 0.36
H -2.10736 -0.01905 -0.37760 0.36
H -1.66112 1.69194 -0.34416 0.52
H 3.44502 -0.90844 -0.01475 0.36
H 2.46101 -0.24411 1.27354 0.31
H 1.78559 -1.56589 0.26180 0.23
H -0.78513 -3.17456 0.53203 0.31
H -2.01139 -2.35236 0.88887 0.32
O -1.38427 -2.51150 0.17362 -0.61
```

Values from the calculation:
Kohn-Sham gap (spin up / spin down) (eV): 10.93 / 6.58
LUMO (spin up / spin down) (eV): -3.776 / -7.988
Molar mass (g mol⁻¹): 140.27
Multiplicity: 2
Maximum force (eV/A): 2.05
Net charge: +1

No. 6
DFT (wB97M-V/def2-TZVPD) results for a structure of composition C3H6CrO3 at a distorted geometry.

XYZ file:
```
13
Properties=species:S:1:pos:R:3:mulliken_charge:R:1
O 2.05786 1.91753 0.05351 -0.81
C 0.71641 1.80152 0.04205 0.33
C 0.12303 0.59052 -0.09328 -0.37
O 0.86981 -0.53995 -0.09226 -0.80
C -0.52481 -2.92018 0.22000 -0.39
Cr 2.70704 0.10912 -0.17155 1.07
H 0.10883 2.71558 0.11294 0.32
H -0.96932 0.49599 -0.16584 0.30
H 0.53255 -3.18294 0.05681 0.19
H -0.69472 -2.36293 1.15054 0.19
H -0.96350 -2.44947 -0.67377 0.23
O -1.26764 -4.19804 0.44796 -0.55
H -1.15854 -4.75516 -0.32660 0.28
```

Values from the calculation:
Kohn-Sham gap (spin up / spin down) (eV): 5.41 / 5.41
LUMO (spin up / spin down) (eV): -1.556 / -1.664
Molar mass (g mol⁻¹): 142.07
Multiplicity: 5
Maximum force (eV/A): 2.30

Which of these has the highest molar mass?
C32H51N4OP2PdS